1.
C28H43B2F4N2O7P2Pd | the ωB97M-V functional and the def2-TZVPD basis

Calculated total energy   -81344.09073 eV
Spin multiplicity   1
Net charge   -1
Lowest unoccupied orbital energy   1.8 eV
HOMO energy   -5.77 eV

Each line ends with the Mulliken charge.
Geometry (Å):
1 Pd 1.29487 -0.08545 -0.02822  0.3129
2 C 4.98232 2.52641 1.71684  -1.9433
3 C 4.25495 2.01314 0.48587  0.9677
4 O 4.82517 2.58232 -0.69642  -0.6330
5 P 4.36018 0.18462 0.32788  1.0132
6 O 3.88893 -0.26446 1.77325  -0.6664
7 O 5.91475 -0.18344 0.27336  -0.6883
8 O 3.59870 -0.34589 -0.82871  -0.7404
9 P 2.43283 2.39691 0.48945  0.3590
10 O 2.37441 3.96992 0.88684  -0.6358
11 O 1.70163 1.62649 1.55825  -0.4047
12 O 1.99713 2.19230 -0.93333  -0.7349
13 H 6.03201 2.22578 1.69078  0.4350
14 H 4.52044 2.12582 2.61836  0.3619
15 H 4.92153 3.61466 1.73112  0.3800
16 H 4.14457 2.51695 -1.38555  0.3601
17 H 3.85748 -1.22669 1.95812  0.4669
18 H 6.00129 -1.10947 -0.01780  0.4171
19 H 1.80434 4.03852 1.66755  0.3777
20 C -1.35217 3.34937 -0.28736  -0.7432
21 C -2.13999 3.29618 1.02022  0.6382
22 C -3.60895 2.94347 0.75153  -1.5574
23 C -1.51972 2.45053 2.13038  0.6933
24 C -1.22164 3.12082 3.31595  -1.3894
25 C -0.74148 2.45561 4.43353  -1.5094
26 C -0.55819 1.08780 4.38303  -0.5136
27 C -0.81628 0.37722 3.21553  0.5687
28 C -0.54242 -1.11573 3.19782  1.6363
29 C 0.94472 -1.39314 3.45812  -1.4044
30 C -1.42362 -1.85824 4.20497  -1.7953
31 C -1.27916 1.06680 2.08976  0.1444
32 N -1.56054 0.30150 0.90277  0.6744
33 B -0.72196 -0.14591 -0.18828  1.6160
34 N -1.59315 -0.86929 -1.07047  0.3542
35 C -2.84214 -0.96487 -0.42753  -0.9092
36 C -2.81685 -0.28469 0.73060  -0.8480
37 C -1.50091 -1.37626 -2.41945  -0.5013
38 C -2.30014 -0.75303 -3.40225  0.1578
39 C -2.42701 -1.36205 -4.64308  -0.4672
40 C -1.74124 -2.53148 -4.93510  -1.4695
41 C -0.87949 -3.06510 -3.99897  -0.5299
42 C -0.72581 -2.49510 -2.73437  0.2875
43 C 0.31678 -3.08754 -1.80843  2.4596
44 C 1.70508 -2.93005 -2.45673  -1.4342
45 C 0.02367 -4.54695 -1.45938  -1.7649
46 C -2.89171 0.63282 -3.19099  2.4806
47 C -1.86990 1.67133 -3.67590  -1.4559
48 C -4.23462 0.84418 -3.88976  -1.9149
49 H -1.77392 4.12191 -0.93783  0.5487
50 H -1.40577 2.40029 -0.81954  -0.1661
51 H -0.29843 3.57413 -0.13117  0.0513
52 H -2.14072 4.31187 1.42223  0.5251
53 H -3.69840 1.98307 0.24080  0.1779
54 H -4.05944 3.70624 0.10831  0.4551
55 H -4.18481 2.89506 1.68028  0.3428
56 H -1.38948 4.19226 3.36315  0.3524
57 H -0.52054 3.00632 5.34086  0.3857
58 H -0.18314 0.56221 5.25476  0.3409
59 H -0.78541 -1.49981 2.20788  -0.4218
60 H 1.20443 -1.16573 4.49796  0.4239
61 H 1.57355 -0.77172 2.82231  0.0518
62 H 1.18948 -2.43962 3.26418  0.4188
63 H -1.21065 -1.53578 5.22870  0.3175
64 H -1.23519 -2.93372 4.14571  0.4581
65 H -2.48600 -1.68452 4.01002  0.3821
66 H -3.64871 -1.52033 -0.87935  0.4906
67 H -3.59625 -0.16963 1.46761  0.4770
68 H -3.04948 -0.90401 -5.40286  0.2568
69 H -1.85469 -3.00257 -5.90434  0.3731
70 H -0.30256 -3.94916 -4.24644  0.3820
71 H 0.31950 -2.52856 -0.87156  -0.8979
72 H 1.70015 -3.31459 -3.48031  0.4051
73 H 2.45861 -3.47289 -1.89044  0.3421
74 H 2.00927 -1.88187 -2.48923  0.2496
75 H 0.04616 -5.18070 -2.35213  0.3202
76 H -0.96185 -4.64755 -0.99576  0.3937
77 H 0.77754 -4.91478 -0.76137  0.4059
78 H -3.05283 0.79635 -2.12829  -0.8934
79 H -1.72101 1.57208 -4.75594  0.3868
80 H -0.90248 1.53569 -3.18964  0.2956
81 H -2.21685 2.68649 -3.46528  0.3753
82 H -4.11981 0.90737 -4.97550  0.3511
83 H -4.68194 1.78295 -3.55407  0.4420
84 H -4.93345 0.03331 -3.66811  0.4072
85 F 2.21241 -2.40483 0.72745  0.1682
86 B 3.31033 -3.27119 1.05639  0.2725
87 F 4.39772 -2.97520 0.19209  -0.3681
88 F 2.93015 -4.60874 0.95769  -0.3244
89 F 3.69581 -2.90671 2.37695  -0.4628

---

2.
C4H10O2P | the ωB97M-V functional and the def2-TZVPD basis

Calculated total energy   -17694.19791 eV
Spin multiplicity   1
Net charge   -1
Lowest unoccupied orbital energy   4.0 eV
Structure (SMILES)   C=[P@]([O-])(CC)OC
HOMO energy   -2.91 eV

Each line ends with the Mulliken charge.
Geometry (Å):
1 C -1.47977 -2.25569 0.68925  -1.2246
2 P -0.63471 -0.87645 -0.07222  1.0735
3 O -0.85133 -0.63938 -1.55694  -0.7930
4 C 1.15841 -0.31196 0.14886  -0.6723
5 C 1.90197 0.37938 -0.92399  -0.9282
6 O -1.34879 0.41742 0.84658  -0.4445
7 C -1.35151 1.71409 0.36007  -0.6233
8 H -1.23305 -3.16925 0.23102  0.2349
9 H -1.13973 -2.29153 1.77908  0.1352
10 H 1.28372 0.23593 1.11444  0.3942
11 H 1.77496 -1.25122 0.28184  0.3714
12 H 2.94407 0.10612 -1.01561  0.3444
13 H 1.34557 0.20263 -1.86182  0.2779
14 H 1.67766 1.45047 -0.66451  0.1624
15 H -2.31166 2.25784 0.68842  0.2039
16 H -1.26569 1.65082 -0.73535  0.3217
17 H -0.47013 2.38076 0.69089  0.1663

---

3.
C16H32I2NOP2RhSi | the ωB97M-V functional and the def2-TZVPD basis

<S²>   6.0513
Calculated total energy   -66296.70566 eV
Spin multiplicity   5
Net charge   +2
Lowest unoccupied orbital energy (alpha / beta)   -6.8 / -10.0 eV
HOMO energy (alpha / beta)   -12.89 / -14.12 eV

Each line ends with the Mulliken charge.
Geometry (Å):
1 I 0.85486 -2.67053 -1.54780  0.0926
2 I 0.56284 2.29651 -0.56903  -0.0693
3 Rh 0.07038 -0.20081 -0.08937  -0.1750
4 P -2.18305 0.13672 0.11646  1.1225
5 C -2.95842 0.14647 -1.51253  -1.3925
6 C -2.93614 -1.30836 0.91946  -0.9755
7 H -3.99759 -1.32981 0.65923  0.4720
8 H -3.86661 1.72826 0.66931  0.4318
9 H -2.78579 -1.27356 1.99161  0.0891
10 H -2.60431 1.64766 1.96009  0.1168
11 H -2.68863 -0.78501 -2.05981  0.4133
12 H -2.45016 -2.20450 0.52167  0.2926
13 C -2.80093 1.65866 0.88032  -0.9820
14 H -4.05663 0.21390 -1.38357  0.4920
15 H -2.27303 2.50160 0.41884  0.3471
16 H -2.58803 1.03669 -2.06994  0.3941
17 P 2.39340 -0.08963 -0.23902  0.9276
18 C 2.84892 -0.12216 -2.04686  -0.8556
19 C 3.15442 1.48158 0.32166  -1.7859
20 H 2.54575 -1.67721 1.49165  0.2139
21 H 4.15961 -1.24190 0.80587  0.4283
22 H 3.05806 -2.34464 -0.11323  0.3639
23 C 3.12190 -1.45707 0.56430  -1.1605
24 H 2.58950 1.87095 1.15631  0.5414
25 H 4.19072 1.32262 0.62091  0.4717
26 H 3.92950 -0.19167 -2.11776  0.4634
27 H 2.40578 0.74303 -2.55311  0.2945
28 H 3.12900 2.21149 -0.47432  0.5181
29 H 2.39838 -1.02423 -2.50346  0.3052
30 C -0.26873 -0.24533 -1.89766  0.1327
31 O -0.44027 -0.14652 -3.03871  -0.3188
32 C 3.37835 0.36548 3.49010  -1.1386
33 Si 1.59570 0.31403 4.08638  -0.0415
34 C 1.52360 -1.06318 5.36353  -1.1800
35 C 1.19463 1.96460 4.85508  -1.1341
36 N 0.35459 -0.06301 2.89031  0.8075
37 C -0.77295 -0.40552 3.45527  -0.0810
38 C -1.15254 -1.77562 3.71373  -0.3806
39 C -2.25495 -2.08263 4.47538  -0.7021
40 C -3.08631 -1.07358 5.00940  -0.5171
41 C -2.78202 0.27048 4.73199  -0.8837
42 C -1.68405 0.60806 3.99777  -0.3462
43 H 3.64287 1.25070 2.89603  0.3314
44 H 3.69654 -0.53133 2.96090  0.3530
45 H 3.98741 0.43143 4.39239  0.5189
46 H 2.42558 -1.04813 5.98912  0.4184
47 H 0.67801 -0.93385 6.03525  0.3539
48 H 1.46620 -2.02702 4.88453  0.4016
49 H 0.99910 2.73251 4.08859  0.3900
50 H 0.31206 1.91302 5.49074  0.4064
51 H 2.00553 2.32866 5.48097  0.4113
52 H -0.46196 -2.53755 3.33361  0.5384
53 H -2.46714 -3.12740 4.69261  0.5013
54 H -4.01258 -1.37686 5.55836  0.4192
55 H -3.44430 1.01624 5.13301  0.5225
56 H -1.43414 1.67767 3.84654  0.8220

---

4.
CH5N2O | the ωB97M-V functional and the def2-TZVPD basis

Calculated total energy   -6136.45446 eV
Spin multiplicity   1
Net charge   +1
Lowest unoccupied orbital energy   -4.6 eV
Structure (SMILES)   N/C=[NH+]/O
HOMO energy   -15.24 eV

Each line ends with the Mulliken charge.
Geometry (Å):
1 N 1.53460 -0.13358 0.02076  -0.3022
2 C 0.24188 0.19618 -0.15824  0.2383
3 N -0.80064 -0.26688 0.48471  0.0348
4 O -2.00717 0.11579 0.01189  -0.3254
5 H 2.20418 0.14058 -0.59872  0.2301
6 H 1.83560 -0.52762 0.94707  0.2722
7 H -0.12886 0.63911 -1.15815  0.2080
8 H -1.00665 -0.90617 1.24426  0.2745
9 H -1.87294 0.74259 -0.79357  0.3698

---

5.
C14H23InO10 | the ωB97M-V functional and the def2-TZVPD basis

Calculated total energy   -40520.06738 eV
Spin multiplicity   1
Net charge   +2
Lowest unoccupied orbital energy   -12.3 eV
HOMO energy   -15.69 eV

Each line ends with the Mulliken charge.
Geometry (Å):
1 In -0.32577 -1.22131 1.45875  1.2265
2 C 2.78749 -1.52188 -2.22550  -1.0516
3 C 2.56013 -0.29135 -1.38776  0.1938
4 O 1.91934 -0.44920 -0.27233  -0.0823
5 H 3.55146 -1.40245 -2.99282  0.3946
6 H 1.86856 -1.83125 -2.74198  0.3331
7 H 3.01934 -2.40020 -1.61818  0.3078
8 H 1.97783 0.49663 -1.96083  0.2290
9 H 3.49157 0.32153 -1.24555  0.4079
10 C -1.72096 5.38040 2.48120  -1.2473
11 C -2.62854 4.28217 3.03239  0.3850
12 C -3.83867 3.90624 2.14759  -0.3955
13 O -3.58120 2.54416 1.85147  -0.3145
14 C -2.44783 2.10967 2.37150  0.5823
15 O -1.98763 1.00762 2.27434  -0.5490
16 O -1.84929 3.07964 3.06289  -0.3400
17 H -1.18552 4.97695 1.62239  0.2370
18 H -1.08608 5.79442 3.25955  0.3612
19 H -2.32267 6.21553 2.11162  0.3740
20 H -2.91572 4.50304 4.05950  0.3105
21 H -3.91589 4.57453 1.29145  0.2779
22 H -4.74881 4.03102 2.73086  0.3183
23 C -1.29099 3.36608 -4.17553  -1.4452
24 C -0.54005 3.35119 -2.85563  0.3446
25 C -1.40574 3.99816 -1.72964  -0.5361
26 O -1.59723 2.90552 -0.82480  -0.1535
27 C -0.93210 1.83334 -1.20601  0.4765
28 O -0.83140 0.81042 -0.58580  -0.4003
29 O -0.39378 1.99725 -2.43710  -0.3768
30 H -1.54080 4.33217 -4.61285  0.3928
31 H -2.22674 2.80982 -4.08151  0.3781
32 H -0.73606 2.83748 -4.95480  0.3437
33 H 0.41087 3.88150 -2.83520  0.3097
34 H -2.36413 4.26035 -2.16743  0.3528
35 H -0.86964 4.85829 -1.34003  0.3462
36 C 3.62908 -7.28931 1.17719  -1.3071
37 C 2.25733 -6.89172 0.65917  0.3829
38 C 1.06093 -6.98643 1.58954  -0.4337
39 O 0.41394 -5.71274 1.50248  -0.3055
40 C 1.25408 -4.85740 0.96720  0.5686
41 O 1.11204 -3.65488 0.96966  -0.5287
42 O 2.27201 -5.45251 0.33752  -0.3283
43 H 4.01288 -6.56904 1.89485  0.3411
44 H 4.27490 -7.25315 0.29734  0.3525
45 H 3.64816 -8.32943 1.49630  0.3899
46 H 2.02223 -7.41004 -0.27081  0.2813
47 H 1.40650 -7.21138 2.60045  0.2763
48 H 0.33255 -7.72946 1.27489  0.3196